Record 1
C47H47CaF5N2OSSb2Se2 as an isolated structure, computed with ωB97M-V/def2-TZVPD.

Net charge   -2
HOMO energy   -1.06 eV

Geometry (Å):
Ca 0.16 -1.77 -0.73
O -0.47 -3.52 -0.12
C -0.92 -4.67 -0.81
C -0.11 -4.94 -2.08
C -0.77 -4.22 -3.24
C 0.11 -3.21 -3.84
C 1.09 -3.52 -4.81
C 1.88 -2.46 -5.30
C 1.65 -1.15 -4.93
C 0.81 -1.01 -3.79
N 0.15 -2.00 -3.19
H 0.34 -2.86 2.95
H -2.03 -4.62 -1.11
H -0.80 -5.59 -0.09
H -0.13 -6.03 -2.21
H 0.96 -4.71 -1.93
H -1.73 -3.74 -2.89
H -1.14 -4.94 -3.92
H 1.20 -4.52 -5.19
H 2.61 -2.78 -6.05
H 2.03 -0.22 -5.44
H 0.64 0.03 -3.53
C -3.91 4.67 -1.57
Sb -1.82 4.15 -1.59
C -1.49 5.59 -3.23
C -1.88 4.87 1.14
C -1.06 6.03 1.05
C -1.44 7.05 0.14
C -0.67 8.14 -0.23
C 0.65 8.19 0.25
C 1.05 7.30 1.18
C 0.23 6.26 1.63
C 0.78 5.44 2.72
Sb 2.19 3.78 2.09
C 4.12 4.28 2.80
C 1.49 2.55 3.73
H -4.35 4.39 -0.58
H -4.41 4.12 -2.43
H -3.89 5.80 -1.75
H -2.34 5.63 -3.88
H -0.62 5.29 -3.84
H -1.26 6.56 -2.74
H -1.49 3.96 1.55
H -3.00 5.01 1.18
H -2.41 6.91 -0.36
H -1.05 8.91 -0.92
H 1.37 8.92 -0.16
H 1.99 7.37 1.72
H -0.01 4.88 3.20
H 1.45 6.01 3.43
H 4.01 4.78 3.76
H 4.73 4.91 2.16
H 4.78 3.38 2.93
H 1.68 3.10 4.66
H 2.04 1.62 3.77
H 0.39 2.34 3.59
Se -2.60 1.90 -2.83
C -2.56 2.53 -4.66
C -1.44 2.95 -5.39
C -1.57 3.52 -6.63
C -2.84 3.70 -7.18
C -4.01 3.32 -6.44
C -3.84 2.75 -5.16
H -0.42 2.71 -5.01
H -0.68 3.91 -7.11
H -2.91 3.87 -8.22
H -5.04 3.42 -6.81
H -4.67 2.53 -4.54
C -5.41 -1.23 2.61
C -4.70 -0.12 3.06
C -3.40 -0.32 3.41
C -2.78 -1.55 3.35
C -3.62 -2.70 3.17
C -4.90 -2.55 2.67
C -1.34 -1.65 3.40
C -0.58 -2.84 3.54
C -0.80 -3.98 4.40
C -1.13 -3.81 5.82
C -1.13 -4.85 6.67
C -1.01 -6.16 6.13
C -0.63 -6.38 4.79
C -0.59 -5.29 3.90
H -6.46 -1.06 2.23
H -5.21 0.82 3.19
H -2.72 0.57 3.74
H -3.21 -3.73 3.24
H -5.52 -3.37 2.34
H -0.83 -0.71 3.29
H -1.41 -2.79 6.20
H -1.23 -4.77 7.74
H -1.19 -7.11 6.75
H -0.56 -7.41 4.43
H -0.37 -5.36 2.84
S 3.86 0.66 1.45
C 2.44 0.33 0.68
N 1.39 0.01 0.14
F 9.19 -7.41 0.69
C 8.19 -6.60 0.39
C 7.03 -6.68 1.24
F 7.16 -7.49 2.36
C 5.95 -5.81 1.07
F 5.07 -5.51 2.05
C 5.88 -5.07 -0.17
Se 4.55 -3.85 -0.40
C 7.00 -5.05 -1.00
F 7.06 -4.24 -2.06
C 8.11 -5.80 -0.75
F 9.05 -5.96 -1.74

Atomic partial charges in e from the Löwdin method, atoms 1 to 5: atom 1 (Ca): 1.381, atom 2 (O): -0.565, atom 3 (C): -0.387, atom 4 (C): -0.196, atom 5 (C): -0.175

=====

Record 2
C47H47ClN4O4P2STi as an isolated structure, computed with ωB97M-V/def2-TZVPD.

Net charge   +2
HOMO energy   -12.45 eV

Geometry (Å):
Ti 0.10 -1.15 -0.18
N 1.77 -2.32 -1.30
C 3.07 -1.81 -1.70
C 4.09 -2.70 -2.00
C 5.33 -2.22 -2.41
C 5.54 -0.84 -2.50
C 4.52 0.03 -2.18
C 3.27 -0.45 -1.78
P 1.88 0.60 -1.28
C 2.76 2.04 -0.60
C 2.71 3.29 -1.22
C 3.46 4.34 -0.70
C 4.24 4.16 0.43
C 4.28 2.92 1.06
C 3.54 1.87 0.54
C 1.16 1.22 -2.84
C -0.12 1.77 -2.82
C -0.70 2.26 -3.97
C -0.01 2.20 -5.18
C 1.26 1.65 -5.22
C 1.84 1.15 -4.05
H 1.19 -2.48 -2.13
H 1.89 -3.24 -0.90
H 3.92 -3.77 -1.93
H 6.12 -2.91 -2.65
H 6.50 -0.46 -2.82
H 4.69 1.10 -2.23
H 2.12 3.43 -2.11
H 3.45 5.30 -1.21
H 4.84 4.98 0.81
H 4.90 2.77 1.93
H 3.59 0.89 1.01
H -0.68 1.77 -1.89
H -1.71 2.67 -3.94
H -0.46 2.58 -6.09
H 1.80 1.59 -6.15
H 2.83 0.71 -4.10
C -5.85 2.00 0.88
C -5.85 0.84 1.65
C -4.77 -0.03 1.60
C -3.68 0.26 0.76
C -3.69 1.42 0.00
C -4.77 2.29 0.06
P -2.31 -0.92 0.70
C -2.13 -1.36 2.50
C -1.95 -0.29 3.39
C -1.77 -0.53 4.75
C -1.75 -1.83 5.24
C -1.93 -2.89 4.36
C -2.12 -2.66 3.00
C -2.88 -2.49 -0.03
C -4.16 -2.77 -0.39
C -4.51 -4.09 -0.79
C -3.58 -5.09 -0.72
C -2.24 -4.81 -0.33
C -1.29 -5.84 -0.12
C -0.04 -5.54 0.33
C 0.36 -4.19 0.46
C -0.49 -3.15 0.18
C -1.86 -3.48 -0.09
H -6.69 2.68 0.92
H -6.69 0.61 2.29
H -4.78 -0.93 2.20
H -2.85 1.63 -0.65
H -4.76 3.19 -0.54
H -1.98 0.73 3.03
H -1.66 0.31 5.43
H -1.63 -2.02 6.30
H -1.95 -3.91 4.73
H -2.29 -3.50 2.34
H -4.93 -2.01 -0.35
H -5.52 -4.31 -1.09
H -3.85 -6.11 -0.95
H -1.58 -6.88 -0.29
H 0.67 -6.33 0.55
H 1.39 -4.00 0.75
C -0.56 5.57 -0.63
N -0.55 4.16 -0.23
C -0.02 3.53 0.82
S -0.33 1.84 1.03
N 0.73 4.14 1.74
C 1.10 5.55 1.93
H -1.34 5.69 -1.37
H 0.39 5.88 -1.08
H -0.80 6.23 0.20
H -1.03 3.53 -0.85
H 0.97 3.52 2.49
H 0.31 6.12 2.41
H 1.97 5.56 2.58
H 1.39 6.02 1.00
N 3.07 -1.62 4.29
C 1.77 -1.12 3.72
C 1.90 -1.23 2.22
O 2.97 -1.55 1.75
O 0.81 -0.99 1.59
H 2.97 -2.52 4.76
H 3.51 -0.97 4.93
H 3.64 -1.75 3.45
H 1.61 -0.08 3.99
H 0.92 -1.71 4.08
Cl -0.81 -3.31 -3.68
C -1.83 -1.84 -3.74
C -1.75 -0.95 -2.55
O -2.66 -0.24 -2.26
O -0.59 -0.99 -1.84
H -2.87 -2.15 -3.86
H -1.52 -1.27 -4.61

Atomic partial charges in e from the Löwdin method, atoms 1 to 5: atom 1 (Ti): 0.844, atom 2 (N): 0.039, atom 3 (C): -0.277, atom 4 (C): -0.010, atom 5 (C): -0.046

=====

Calculated values (eV) of Kohn-Sham gap for the records, taken in order: 4.16, 6.90.